# 1
Here is C14H21N5PdSe2 as an isolated structure from the Open Molecules 2025 dataset. Energies are from ωB97M-V/def2-TZVPD.

Calculated values
* Kohn-Sham gap: 6.141 eV
* highest occupied orbital energy: -14.0 eV
* LUMO energy: -0.29047 Eh
* total charge: +2
* energy relative to the best compared isomer or geometry (same formula, charge and spin): 107.7 kcal per mole

Positions of all 43 atoms, in Å:
1 Pd -0.7029 -1.4354 0.6177
2 Se 1.3302 0.8728 2.5448
3 Se 2.8782 0.2970 0.9267
4 N 0.3957 -1.8162 2.3644
5 N -2.1782 -1.5380 -0.9418
6 N 0.8059 -0.1733 -2.0883
7 N 0.7353 0.7437 -1.0303
8 N -1.9205 1.1058 0.2705
9 C 0.1686 -3.0389 2.8710
10 C -0.1477 1.9277 -1.2803
11 C 0.9412 -2.4084 5.0307
12 C 1.2220 -1.1524 4.5097
13 C 0.9343 -0.8999 3.1799
14 C 2.6399 2.0133 -2.8463
15 C 2.8945 1.7459 -1.4659
16 C 0.4174 -3.3715 4.1902
17 C -3.0225 0.8001 -0.6318
18 C 1.8439 1.2970 -3.6980
19 C 2.1014 1.0309 -0.6315
20 C -1.0619 2.2204 -0.0943
21 C 1.2036 0.1103 -3.3031
22 C -2.7033 -0.3250 -1.6130
23 H -0.7278 1.7122 -2.1751
24 H 1.0125 -0.6708 -4.0335
25 H -0.2271 -3.7735 2.1822
26 H -0.4476 2.4745 0.7694
27 H -2.9398 -1.9490 -0.4015
28 H 0.0093 -0.2332 -0.0135
29 H 1.8866 1.4998 -4.7590
30 H 0.2037 -4.3726 4.5356
31 H -3.6066 -0.5618 -2.1778
32 H -3.3278 1.6764 -1.2163
33 H 1.1536 -2.6302 6.0679
34 H -1.9604 -2.2351 -1.6474
35 H -3.8905 0.5118 -0.0363
36 H -1.6244 3.1234 -0.3684
37 H 1.6700 -0.3822 5.1211
38 H 3.2693 2.7718 -3.2990
39 H -1.9562 -0.0053 -2.3398
40 H 0.4739 2.7993 -1.4773
41 H 0.6912 -1.1354 -1.7540
42 H -2.2628 1.2432 1.2101
43 H 3.8256 2.1309 -1.0686

Atomic forces in eV per Å
-0.20 -0.31 -0.06
-0.21 -0.03 0.07
0.11 0.08 -0.10
0.04 0.27 0.05
-0.14 0.08 0.13
0.41 -0.01 0.38
0.25 0.61 -0.17
0.04 0.23 -0.01
0.03 0.00 -0.09
0.03 -0.20 0.04
0.02 0.03 0.01
0.04 -0.04 0.00
0.01 0.00 0.03
0.12 0.04 0.07
0.08 0.02 -0.11
-0.01 -0.05 -0.04
0.04 -0.04 0.00
-0.15 -0.09 0.05
-0.05 -0.04 -0.09
0.04 -0.02 -0.10
-0.10 0.05 -0.23
0.07 0.05 -0.08
-0.02 0.03 0.00
0.17 -0.08 0.05
-0.02 -0.02 -0.01
-0.03 0.00 0.02
-0.05 -0.02 -0.08
-0.13 -0.47 0.45
-0.03 0.03 0.01
0.01 0.00 0.01
-0.01 -0.02 0.00
-0.03 -0.01 0.01
-0.01 0.00 0.00
0.03 -0.02 0.02
0.01 -0.02 0.01
-0.01 0.00 0.01
0.01 0.00 0.00
-0.04 0.02 0.00
0.03 -0.02 0.02
-0.08 0.05 -0.04
-0.37 -0.01 -0.22
0.03 -0.02 0.02
0.03 -0.06 -0.01

# 2
Here is a 4-piece molecular cluster, C14H22Br2O9 overall at a distorted geometry from the Open Molecules 2025 dataset. Energies are from ωB97M-V/def2-TZVPD.

Calculated values
* Kohn-Sham gap: 10.605 eV
* highest occupied orbital energy: -10.0 eV
* LUMO energy: 0.02199 Eh
* SMILES: C[C@H]1COC(=O)O1.C[C@H]1COC(=O)O1.C[C@H]1COC(=O)O1.BrCCBr
* energy relative to the best compared isomer or geometry (same formula, charge and spin): 52.5 kcal per mole

Positions of all 47 atoms, in Å:
1 Br 6.1018 -2.6431 4.8731
2 Br 5.7710 0.2740 2.6581
3 O -4.4484 -0.5901 -3.7322
4 O -4.0588 0.2360 -1.6975
5 O 1.1847 -7.9130 -3.4801
6 O -0.4630 6.9673 2.9227
7 O -6.1215 0.5672 -2.5965
8 O -0.0424 9.2451 2.8091
9 O 1.8863 -9.5347 -2.1986
10 O 2.4656 -7.3625 -1.6618
11 O -1.3946 8.5039 4.3211
12 C -0.6125 8.1140 3.3404
13 C 4.4198 -0.5075 3.8686
14 C 1.2380 -10.2357 -3.1693
15 C -4.9602 0.1130 -2.6873
16 C 0.4992 -9.1140 -3.9540
17 C 1.8365 -8.1866 -2.3464
18 C -0.8338 11.4052 2.5151
19 C 5.1118 -0.9577 5.1944
20 C -2.7827 0.0992 -2.2171
21 C -1.5425 9.8785 4.3506
22 C -3.0787 -0.8130 -3.4342
23 C -1.9816 -0.5566 -1.0599
24 C 0.5115 -9.2052 -5.4595
25 C -0.3957 10.3522 3.5421
26 H 1.5114 -9.4397 -5.8247
27 H 0.3709 10.7058 4.2317
28 H -3.0019 -1.8359 -3.0654
29 H -1.9231 -0.0221 -0.1117
30 H -0.9403 -0.6476 -1.3689
31 H 0.4785 -10.8700 -2.7124
32 H -2.4557 -0.5253 -4.2811
33 H 5.7994 -0.2443 5.6487
34 H 4.2615 -1.0828 5.8647
35 H 0.0554 11.9120 2.1401
36 H -0.2302 -9.9639 -5.7090
37 H 3.6193 0.2243 3.9771
38 H -1.4309 10.2320 5.3756
39 H -1.5096 11.1337 1.7042
40 H -0.5242 -8.9109 -3.6386
41 H 3.9997 -1.3520 3.3224
42 H -2.1895 -1.6141 -0.8972
43 H -2.3213 1.0336 -2.5366
44 H -2.5307 10.1526 3.9814
45 H 1.7596 -10.8989 -3.8593
46 H -1.2237 12.2442 3.0913
47 H 0.1156 -8.3671 -6.0331

Atomic forces in eV per Å
-0.52 0.76 0.39
-0.44 -0.10 0.19
-0.40 1.11 0.59
-1.72 1.18 -0.08
-0.15 0.04 -0.03
-0.24 3.27 1.29
4.13 -1.92 -0.69
1.28 -2.68 -0.76
1.78 0.44 2.17
-2.50 -2.92 -1.90
-1.01 -2.10 1.30
0.97 -2.13 -2.19
1.24 -0.13 0.06
-3.22 -0.04 -1.65
-4.56 1.48 0.48
-0.11 1.30 -0.16
2.85 2.09 0.63
1.32 1.69 1.30
-1.13 0.10 -1.14
1.29 -1.78 0.98
-0.80 0.86 1.34
0.90 -0.01 0.82
1.53 -0.28 -1.27
-0.14 -0.32 -0.11
-1.22 2.04 -1.49
-0.14 -0.19 -0.15
0.50 0.02 -0.46
0.40 -0.21 -0.63
-0.61 0.21 -0.25
0.32 0.34 -0.19
0.03 -0.11 0.20
-0.13 -0.56 -0.05
-0.04 -0.06 -0.43
0.35 -0.67 0.36
0.15 -0.45 -0.65
0.39 -0.60 -0.13
0.34 0.13 0.36
-0.33 -0.12 0.08
0.12 -0.45 0.38
-0.14 -0.63 0.22
0.19 -0.04 0.22
-0.87 0.14 0.09
-0.28 0.30 0.20
0.01 0.04 -0.17
1.08 0.40 0.30
-0.75 0.02 0.04
0.25 0.52 0.60

# 3
Here is C14H22Br6Cl8O4 as an isolated structure at a distorted geometry from the Open Molecules 2025 dataset. Energies are from ωB97M-V/def2-TZVPD.

Calculated values
* Kohn-Sham gap: 9.872 eV
* highest occupied orbital energy: -10.4 eV
* LUMO energy: -0.01781 Eh
* energy relative to the best compared isomer or geometry (same formula, charge and spin): 0.0 kcal per mole

Positions of all 54 atoms, in Å:
1 Br -4.1271 -2.1769 0.1019
2 Br 1.0626 -4.9423 -2.3049
3 Br -0.4829 -5.3417 -5.1270
4 Br 2.2383 -3.5969 -5.0585
5 Br -1.1609 -2.3524 -1.2427
6 Br -3.8768 -2.9885 -2.9820
7 Cl 2.3381 3.1815 -0.0507
8 Cl 1.9999 -0.6123 0.3750
9 Cl 5.4241 -2.5186 -1.0881
10 Cl 1.9646 -1.4286 -2.3874
11 Cl 4.4157 -3.0075 1.5740
12 Cl 6.4308 1.7919 -0.5470
13 Cl 6.2433 -0.1129 1.6230
14 Cl -0.0983 4.7950 0.2223
15 O -1.2210 1.3803 -1.2620
16 O -0.4025 0.1423 4.3017
17 O -3.0921 1.4520 -0.0383
18 O -0.8523 2.0350 3.2333
19 C 0.7395 3.3210 0.7189
20 C -4.1059 2.4052 0.2909
21 C 1.5211 -0.1307 -1.2559
22 C -0.2806 -1.2614 3.9945
23 C 4.2155 -3.4265 -0.1701
24 C -3.0588 -1.9774 -1.5326
25 C -1.3466 -0.0917 2.1678
26 C -0.7157 -1.4206 2.5479
27 C -2.1971 1.9684 -0.8835
28 C -2.6383 3.3351 -1.3618
29 C -4.0959 3.3973 -0.8987
30 C -0.8799 0.8372 3.2525
31 C 5.3649 1.1438 0.7058
32 C 0.6221 -4.1198 -4.0434
33 H -4.8387 3.0601 -1.6198
34 H 0.1370 2.4568 0.4637
35 H 0.0736 -1.6585 1.8463
36 H 5.0624 1.8970 1.4265
37 H -2.0853 4.1296 -0.8596
38 H -4.4043 4.3787 -0.5395
39 H 2.0157 0.7853 -1.5575
40 H -2.5624 3.4846 -2.4341
41 H 0.9092 3.3709 1.7877
42 H 3.2522 -3.1239 -0.5614
43 H -5.0829 1.9361 0.3776
44 H 0.7612 -1.5527 4.1329
45 H -0.9214 0.2767 1.2355
46 H -3.8372 2.8646 1.2440
47 H -0.8952 -1.7839 4.7272
48 H 4.4565 0.7501 0.2634
49 H 0.4426 -0.0156 -1.3032
50 H -3.1025 -0.9294 -1.7914
51 H -1.3881 -2.2766 2.4446
52 H 0.0923 -3.1857 -3.9196
53 H 4.3963 -4.4828 -0.3287
54 H -2.4290 -0.0606 2.0901

Atomic forces in eV per Å
0.49 0.02 -0.47
-0.16 0.40 -0.98
0.47 0.63 0.60
-0.63 -0.41 0.53
-0.96 -0.12 -0.11
0.51 0.25 0.42
-0.14 -0.01 -0.07
0.05 0.29 0.14
0.05 -0.04 -0.27
0.11 0.28 -0.16
-0.54 -0.53 -0.64
-0.32 0.20 0.02
-0.33 0.24 -0.11
0.29 0.17 0.15
0.16 -0.44 0.35
0.24 -0.02 -0.04
0.09 -0.68 0.24
-0.24 0.35 -0.05
0.31 -0.08 0.33
-0.24 0.87 -0.45
-0.23 -0.28 -0.38
0.27 0.22 0.27
0.54 0.42 0.26
-0.11 -0.07 0.34
0.55 0.04 -0.15
-0.94 -0.98 -0.45
-0.07 0.75 -1.09
-1.26 0.45 0.26
-0.26 -0.10 1.06
0.27 0.05 0.18
0.16 -0.21 0.46
0.61 -0.67 -0.54
0.25 0.00 -0.29
0.08 0.06 -0.12
0.46 0.14 0.27
0.33 0.26 -0.17
0.11 -0.38 -0.16
0.06 0.06 -0.18
0.16 -0.06 0.16
0.41 -0.31 -0.05
-0.13 0.00 -0.01
-0.18 0.03 0.39
0.22 -0.41 0.11
-0.04 0.09 0.14
-0.27 0.04 -0.15
0.01 0.04 -0.06
-0.04 -0.14 -0.19
0.24 -0.36 -0.17
0.14 0.02 0.15
-0.05 0.00 -0.04
-0.21 0.21 0.08
-0.21 -0.16 0.37
0.01 -0.02 0.24
-0.09 -0.11 0.02

# 4
Here is C14H22ClN2S as an isolated structure at a distorted geometry from the Open Molecules 2025 dataset. Energies are from ωB97M-V/def2-TZVPD.

Calculated values
* Kohn-Sham gap: 8.788 eV
* highest occupied orbital energy: -11.4 eV
* LUMO energy: -0.09759 Eh
* total charge: +1

Positions of all 40 atoms, in Å:
1 Cl -5.8626 -0.5637 0.5795
2 S -0.1552 0.9928 -1.5194
3 N 0.9926 -3.0226 -0.2310
4 N 1.6460 -0.3652 0.4593
5 C 0.0432 -2.4210 0.6010
6 C 0.7611 2.7442 0.4501
7 C -3.5575 -0.7129 -1.0810
8 C 2.1143 0.5553 1.4637
9 C 0.8077 -1.2959 1.0960
10 C -1.8020 0.4923 -1.0409
11 C 0.1851 2.8815 -0.8204
12 C 2.4776 -1.1173 -0.2428
13 C -2.5116 1.2958 0.1695
14 C -2.4047 -0.4528 -1.5038
15 C -4.1934 -0.1006 -0.0442
16 C -3.8093 0.8760 0.7037
17 C 2.2174 1.9171 0.4885
18 C 1.7241 -2.1679 -1.3406
19 H 1.6629 0.5350 2.3225
20 H -4.2385 1.5824 1.1911
21 H 3.1589 0.2086 1.6710
22 H 0.1621 -0.9284 1.9523
23 H 2.6693 2.0076 -0.3531
24 H -1.9895 -0.9083 -2.2634
25 H 3.2560 -1.6606 0.2838
26 H 2.9004 2.4956 1.1627
27 H 1.0136 3.5053 0.7476
28 H -0.7427 -1.9820 -0.0555
29 H -4.3271 -1.5154 -1.4179
30 H -0.3532 -3.0584 1.0125
31 H 1.5383 -2.1755 1.9699
32 H 0.8206 -0.1247 -0.1523
33 H -2.0483 2.2675 0.4822
34 H 1.0833 -1.5071 -1.9589
35 H 2.5303 -2.7261 -1.8012
36 H 0.1939 2.2762 1.2971
37 H 2.9976 -0.4506 -1.0944
38 H 0.7227 -3.7817 -0.8516
39 H -0.6598 3.3104 -0.5960
40 H 0.9766 3.0951 -1.7356

Atomic forces in eV per Å
0.78 -0.54 -1.19
-0.69 1.57 -0.07
3.21 -2.58 -5.73
-5.96 -1.66 2.97
5.62 12.44 -13.42
0.70 -15.84 -0.95
-11.39 -5.13 2.55
6.01 2.53 -8.49
-0.99 -5.01 11.98
4.34 12.89 9.58
4.49 -5.28 -5.47
5.95 -1.86 -9.74
1.10 -1.02 -1.77
0.25 -4.59 -4.32
-4.69 -3.61 -0.12
9.73 1.92 -4.01
-4.01 1.29 9.98
-0.53 1.95 6.33
-3.40 0.53 4.34
-3.32 3.53 3.90
-0.71 0.40 -0.14
0.86 0.95 -1.29
2.89 -1.04 -5.84
1.75 -2.86 -4.03
-0.32 0.09 0.42
-0.70 0.25 -0.56
4.40 14.65 5.58
-0.45 -0.04 0.14
2.12 1.01 -0.26
-6.92 -10.94 9.63
-1.03 3.11 -2.32
0.73 2.54 -0.98
-0.48 -1.22 -0.14
0.24 -0.85 -0.08
-0.36 -0.10 -0.20
-0.29 0.37 -1.19
-0.48 -0.86 2.23
-0.89 -0.44 1.03
-5.00 2.95 -0.90
-2.53 0.50 2.55

# 5
Here is a 2-piece molecular cluster, C14H22N2O3S overall at a distorted geometry from the Open Molecules 2025 dataset. Energies are from ωB97M-V/def2-TZVPD.

Calculated values
* Kohn-Sham gap: 6.931 eV
* highest occupied orbital energy: -7.4 eV
* LUMO energy: -0.01884 Eh
* SMILES: Cc1ccc(S(=O)(=O)N=C=O)cc1.CCN(CC)CC
* energy relative to the best compared isomer or geometry (same formula, charge and spin): 54.4 kcal per mole

Positions of all 42 atoms, in Å:
1 S -0.6441 2.9834 -1.2871
2 O 0.6491 3.4489 -1.7122
3 O 0.0745 -0.2552 -2.9450
4 O -1.8209 3.1292 -2.1001
5 N -0.4412 1.0904 -1.0134
6 N 0.6314 -2.9657 -1.2493
7 C 0.3613 -3.6090 1.1311
8 C -0.2976 -3.2598 -0.1945
9 C -2.2900 3.7498 0.7979
10 C 0.1644 -3.1822 -2.6034
11 C -2.5388 4.1711 2.1044
12 C 0.0930 3.9182 1.2104
13 C 3.0636 -2.7915 -0.6801
14 C 0.7988 -4.3527 -3.3225
15 C -0.1667 4.3369 2.5143
16 C -1.4824 4.4465 2.9795
17 C 1.7549 -2.0837 -0.9913
18 C -0.9709 3.5857 0.3715
19 C -0.1769 0.3917 -1.9756
20 C -1.7703 4.8748 4.3906
21 H 0.5125 -5.3067 -2.8659
22 H 0.8995 -2.7474 1.5427
23 H -0.8436 5.0591 4.9410
24 H -3.5675 4.2879 2.4554
25 H 1.1151 3.8364 0.8483
26 H -0.9188 -4.0982 -0.5494
27 H 0.3573 -2.2673 -3.1765
28 H -0.9262 -3.3131 -2.5401
29 H 2.9488 -3.4567 0.1818
30 H 1.0623 -4.4467 1.0169
31 H -0.4092 -3.9164 1.8453
32 H -2.3656 5.7962 4.3999
33 H -3.1070 3.5366 0.1138
34 H -2.3441 4.1139 4.9348
35 H 3.3952 -3.3813 -1.5426
36 H 1.8902 -4.2669 -3.3080
37 H 1.8889 -1.4446 -1.8771
38 H 0.4488 -4.3398 -4.3572
39 H -0.9781 -2.3922 -0.0671
40 H 1.4670 -1.4215 -0.1556
41 H 0.6559 4.5837 3.1900
42 H 3.8277 -2.0420 -0.4555

Atomic forces in eV per Å
0.29 -1.27 -0.05
-0.90 -0.44 0.31
-0.68 1.63 2.42
0.80 -0.18 0.62
-0.24 1.89 0.05
0.66 -0.66 -0.19
-0.12 -0.18 0.07
-0.26 0.23 -0.23
-0.07 -0.20 0.08
0.06 0.61 0.30
0.14 -0.05 -0.31
0.13 -0.21 -0.02
0.10 0.00 0.05
-0.05 -0.24 -0.03
-0.19 -0.01 -0.15
0.04 -0.05 -0.21
-0.76 0.12 -0.21
0.00 -0.18 0.01
0.38 -0.25 -2.46
-0.02 0.10 0.19
0.12 0.09 -0.05
-0.08 -0.23 0.00
-0.16 -0.01 -0.06
0.32 -0.05 -0.18
-0.19 -0.03 0.06
0.15 0.20 0.31
-0.17 -0.44 -0.03
0.18 0.06 -0.29
0.12 0.11 -0.18
-0.15 0.22 -0.02
0.12 0.13 0.02
0.12 -0.16 0.01
0.13 0.00 0.13
0.12 0.11 -0.17
-0.05 0.06 0.20
-0.16 -0.05 -0.06
0.08 -0.10 0.25
0.13 -0.18 -0.07
-0.10 -0.19 0.33
0.26 0.02 -0.17
-0.21 -0.10 -0.30
0.09 -0.12 0.02

# 6
Here is one molecule with the formula C14H22N4OS at a distorted geometry from the Open Molecules 2025 dataset. Energies are from ωB97M-V/def2-TZVPD.

Calculated values
* Kohn-Sham gap: 7.802 eV
* highest occupied orbital energy: -7.1 eV
* LUMO energy: 0.02462 Eh
* SMILES: C[C@@H](N/N=C(/S)N1CCCCCC1)c1cccc[n+]1[O-]
* energy relative to the best compared isomer or geometry (same formula, charge and spin): 86.6 kcal per mole

Positions of all 42 atoms, in Å:
1 S 2.2960 0.1574 -3.0491
2 O 0.1963 4.5759 1.7500
3 N 1.1910 0.9525 -0.9580
4 N 0.8853 0.8266 0.3638
5 N -0.7133 3.9630 1.1254
6 N 0.8398 -1.3954 -1.5323
7 C 1.0896 -3.6573 0.5501
8 C 0.1473 -2.5512 0.8808
9 C -1.7020 2.0181 -0.0053
10 C -0.6713 -1.6521 -1.4051
11 C 1.4023 -0.1310 -1.6650
12 C -2.7882 2.7958 -0.4346
13 C -0.5963 2.6030 0.7412
14 C -2.8005 4.1308 -0.0421
15 C -1.7512 4.6927 0.7229
16 C 1.3853 -3.7944 -0.9706
17 C 0.7061 1.9855 1.1587
18 C 1.7731 -2.5383 -1.7098
19 C -1.0425 -2.2707 -0.0836
20 C 0.5201 1.5169 2.5252
21 H -1.6371 -3.1643 -0.2960
22 H -1.6981 0.9904 -0.3273
23 H -0.3523 -2.9497 1.7746
24 H -3.5493 4.8749 -0.3062
25 H 0.1562 2.3057 3.1591
26 H -1.9585 5.7082 0.9261
27 H -3.5491 2.2658 -1.0319
28 H -0.0783 0.6520 2.5310
29 H -1.5644 -1.4801 0.5803
30 H 1.9585 -3.5391 1.1887
31 H -1.0993 -2.2336 -2.2002
32 H 2.6837 -2.2752 -1.2616
33 H -1.1315 -0.6713 -1.3744
34 H 2.0860 -4.6238 -1.1341
35 H 1.4220 1.1896 2.8189
36 H 0.5578 -4.5503 0.9064
37 H 1.9811 1.4176 -2.7794
38 H 1.6510 2.6084 1.1499
39 H 1.8222 -2.8089 -2.7461
40 H 0.8780 -0.1351 0.7274
41 H 0.6565 -1.6089 1.1192
42 H 0.3981 -4.2000 -1.3866

Atomic forces in eV per Å
1.36 0.26 -2.88
1.08 -0.35 0.83
1.02 -1.25 0.22
-0.32 -2.20 -0.91
0.07 -0.69 -0.97
-0.68 -1.37 1.16
0.20 -0.53 -0.98
-1.51 -0.06 0.33
1.61 1.67 0.92
2.23 1.61 0.69
-2.94 0.85 1.98
0.43 -0.47 0.55
-1.93 1.97 -1.15
0.84 0.39 0.32
-3.34 -1.93 -2.04
-2.36 -1.38 0.70
0.01 0.00 -1.49
-1.93 -0.12 0.45
0.42 0.89 2.20
-1.49 0.89 0.71
-0.15 0.14 0.66
0.51 -0.13 0.22
0.11 0.84 0.31
-0.16 -0.55 -0.17
-0.14 0.12 0.41
1.15 0.90 0.86
0.27 0.77 0.37
-1.43 -0.90 0.17
-0.12 -1.43 -1.38
0.47 -0.13 -0.14
0.32 -0.14 -0.80
1.64 0.79 -0.05
0.13 0.22 -0.75
0.12 0.45 -0.15
3.41 -1.00 1.73
0.54 -0.24 -0.39
0.64 0.76 -0.53
-1.54 0.12 -0.50
0.59 0.05 -0.80
-0.05 1.27 -0.03
-0.25 -0.63 0.07
1.17 0.52 0.24